[1]
Entry from OMol25: a structure of composition C17H18BMgN7O2S2 in a non-equilibrium geometry (ωB97M-V/def2-TZVPD).

```
48
Properties=species:S:1:pos:R:3:forces:R:3:mulliken_charge:R:1
H 0.191905 2.579614 1.232886 -0.134 -0.138 -0.108 0.2761
N 0.184140 1.471542 -0.593144 0.673 0.190 -0.023 0.0697
B 0.675061 0.648830 -2.949019 -0.008 -0.265 1.069 0.1262
N 0.626415 1.774541 -1.863500 -0.819 0.123 0.961 0.0103
C 1.016508 3.072237 -1.897489 -0.219 -0.371 0.521 -0.1336
Mg -1.184797 -0.328893 0.016762 3.301 1.568 0.318 0.3662
H 1.393747 3.498993 -2.817594 0.038 -0.078 0.172 0.4622
C 0.851466 3.621150 -0.632269 -0.206 -0.584 0.093 -1.1961
H 1.052553 4.616077 -0.288254 0.147 0.162 -0.113 0.4153
C 0.349353 2.571931 0.167668 0.449 0.714 -1.535 0.2017
H 1.028273 1.102381 -3.999120 -0.049 -0.070 -0.032 -0.1231
C -1.346661 -2.290338 0.349540 -1.443 -2.328 2.961 -0.9591
H -1.350813 -2.162626 1.472603 0.182 -0.512 -1.267 0.3708
H -0.677315 -3.060034 -0.013901 -0.103 0.309 -0.233 0.1988
H -2.396762 -2.234456 -0.011076 0.750 -0.150 -0.344 0.4466
N -0.767554 0.063320 -3.020382 -1.296 0.210 1.602 0.0130
N 1.593888 -0.498452 -2.459228 0.242 -0.386 0.278 -0.0233
N -1.432106 -0.345085 -1.846608 -1.206 -0.781 -4.340 0.2304
N 1.252599 -1.310116 -1.406080 0.847 -0.309 -0.434 0.1049
C -1.608735 -0.026084 -4.058175 0.508 0.050 -0.004 -0.1054
C 2.816189 -0.825931 -2.949860 -0.269 -0.523 0.607 -0.1836
H -1.339556 0.323308 -5.061841 0.067 -0.286 0.659 0.4255
H 3.240047 -0.264701 -3.774087 -0.054 -0.174 0.152 0.4139
C -2.789475 -0.579862 -3.627567 -0.732 -0.369 0.364 -1.1110
C 3.297500 -1.905934 -2.215110 -0.719 0.425 0.144 -1.0665
C -2.646757 -0.806400 -2.256441 1.773 1.428 -1.488 -0.0979
C 2.278608 -2.170922 -1.255090 0.085 1.257 -1.171 -0.2021
H -3.662316 -0.778856 -4.210779 -0.186 -0.107 -0.232 0.4083
H 4.235988 -2.417262 -2.341206 -0.002 0.006 0.008 0.3841
H -3.347950 -1.250976 -1.600735 -0.504 -0.210 0.585 0.3896
H 2.312366 -2.920971 -0.480857 -0.281 0.065 0.073 0.4174
H -1.171375 1.163670 0.861265 -0.413 1.063 0.677 0.0289
O -0.100275 3.563773 3.828787 0.452 -0.457 -0.062 -0.6299
S 0.814047 2.495181 4.164668 -0.501 -0.868 0.445 1.1328
O 2.043977 2.819590 4.838996 -0.374 -0.049 -0.439 -0.6488
N 1.048378 1.511587 2.875942 0.444 -1.000 -0.287 -0.5110
C 0.657012 0.239796 3.034945 0.572 3.160 0.143 0.3106
S 1.031197 -0.836484 1.821287 -0.466 -1.104 -1.046 -0.1581
C -0.053282 0.023109 4.303508 -0.712 0.214 1.468 0.4444
C -0.742252 -1.078169 4.831824 0.301 0.230 -0.294 -0.4958
C -1.386243 -0.960161 6.070380 0.115 0.353 0.030 -0.6203
C -1.342426 0.243126 6.793167 0.146 -0.012 -0.268 -0.4351
C -0.655659 1.348050 6.274352 0.046 -0.373 -0.153 -0.6260
C -0.035078 1.208319 5.046775 -0.547 -0.074 0.703 0.0876
H -0.759800 -2.010609 4.267646 -0.022 0.155 0.178 0.4195
H -1.930474 -1.808437 6.486726 0.178 0.199 -0.163 0.3749
H -1.842287 0.332262 7.757875 0.103 -0.124 -0.266 0.3774
H -0.585572 2.302472 6.787110 -0.152 -0.182 0.094 0.4195
```
Forces are in eV/Å.

## Properties
LUMO (alpha / beta)   -3.07 / -3.09 eV
Charge   0

---

[2]
Entry from OMol25: a structure of composition C17H18BN7O4Ti in a non-equilibrium geometry (ωB97M-V/def2-TZVPD).

```
48
Properties=species:S:1:pos:R:3:forces:R:3:mulliken_charge:R:1
C 2.657098 -0.827805 -1.055063 -0.883 0.701 -1.449 -0.3305
N 1.344451 -0.683738 -1.360705 0.270 -0.150 0.250 0.5292
N 1.253883 0.086286 -2.490615 0.088 -0.341 0.436 -0.0991
C 2.505083 0.373767 -2.920253 -0.295 -0.195 0.465 -0.0505
C 3.413492 -0.201658 -2.051498 0.091 0.000 0.353 -1.1793
B -0.034536 0.311984 -3.328114 0.988 -0.625 -1.058 -0.1431
N -0.971712 -0.901464 -3.065517 -0.388 -0.491 0.241 -0.1253
N -1.078658 -1.563653 -1.878992 -0.748 -0.777 -0.731 0.2480
C -1.711203 -2.761235 -2.107353 0.342 1.545 -1.215 -0.1156
C -2.000156 -2.836697 -3.462782 -0.235 -0.411 -0.122 -1.1131
C -1.525363 -1.664999 -4.040737 0.159 0.108 1.410 -0.0031
Ti -0.072339 -1.809236 -0.172690 6.472 5.519 -3.453 0.5515
N -0.638776 1.781253 -3.392149 0.223 1.021 -1.830 0.6741
N -1.408968 2.457626 -2.438612 -0.387 1.184 -0.405 -0.5902
C -1.726285 3.651842 -2.968839 0.420 -0.765 -0.139 -0.2158
C -1.168723 3.777156 -4.266552 -1.177 1.239 1.235 -0.5288
C -0.506047 2.570635 -4.491422 0.903 -3.374 1.536 0.0187
H -2.342011 4.394008 -2.471725 0.168 -0.364 0.178 0.4487
H 0.040657 2.211780 -5.352204 -0.052 0.112 0.005 0.4521
H -1.246587 4.606015 -4.943114 -0.013 0.180 -0.136 0.4328
H 0.321748 0.135661 -4.488916 -0.264 0.344 0.465 -0.0938
H -1.534873 -1.321900 -5.058522 -0.001 -0.035 -0.113 0.5008
H 2.650922 0.974593 -3.811911 0.053 -0.219 0.217 0.4366
H -2.495397 -3.646759 -3.969339 -0.024 0.000 -0.028 0.4464
H 4.482759 -0.181822 -2.114102 0.176 0.126 -0.035 0.4500
H -1.947417 -3.429836 -1.295980 -0.061 -0.237 -0.047 0.4113
H 2.955597 -1.346816 -0.160821 0.138 -0.067 0.036 0.4829
H -1.739752 -0.926539 0.203950 -0.121 -0.433 0.634 0.3674
C -1.797004 -1.844779 0.879828 -1.739 -0.958 1.333 -0.7090
H -2.737026 -2.345063 0.635336 0.122 0.051 0.031 0.3918
H -0.926389 -2.676538 0.775931 -3.920 -1.407 2.922 0.3419
H -1.806846 -1.531916 1.928121 0.079 -0.130 -0.236 0.4046
O 0.883249 1.408697 1.147132 -0.325 -1.979 0.326 -0.5390
C 0.746139 0.376135 1.784784 0.439 2.592 0.874 0.3784
O 0.609221 -0.842374 1.255410 -0.513 -1.720 -1.716 -0.3346
C 0.700303 0.343313 3.281195 0.136 -0.182 0.556 0.4176
C 0.434807 -0.856214 3.972510 -0.065 0.358 -0.081 -0.2086
C 0.335028 -0.871890 5.356345 0.117 0.491 0.538 -0.6268
C 0.560054 0.317769 6.075945 0.037 0.108 -2.574 -0.0663
C 0.860746 1.518182 5.395830 -0.161 -0.508 0.458 -0.4102
C 0.927972 1.526824 4.006039 -0.145 -0.415 -0.080 -0.5513
N 0.436136 0.316437 7.495081 -0.332 0.134 4.257 0.9142
O 0.118896 -0.748362 8.074105 0.634 1.936 -1.613 -0.5510
O 0.641957 1.384115 8.118755 -0.341 -2.053 -1.721 -0.5437
H 0.292517 -1.792943 3.434991 0.050 0.278 0.118 0.3813
H 0.078908 -1.782165 5.894336 0.147 0.243 -0.083 0.4817
H 1.013421 2.427145 5.974277 0.005 -0.253 -0.135 0.4978
H 1.151033 2.445155 3.468625 -0.067 -0.179 0.125 0.4688
```
Forces are in eV/Å.

## Properties
2S+1   3
LUMO (alpha / beta)   -7.98 / -10.17 eV
Energy above the lowest of the compared OMol25 structures with the same formula, charge and spin   19.6 kcal/mol
Charge   +2

---

[3]
Entry from OMol25: an isolated molecule of C17H18BrNO4 (ωB97M-V/def2-TZVPD).

```
41
Properties=species:S:1:pos:R:3:forces:R:3:mulliken_charge:R:1
C 1.899898 3.670261 -1.338287 -0.050 0.124 -0.030 -0.8716
O 2.443767 2.419673 -0.996676 0.128 -0.252 0.025 -0.4342
C 1.682735 1.303209 -1.179855 -0.022 -0.112 0.016 0.4608
C 2.289775 0.090905 -0.842777 -0.074 0.228 -0.188 -0.3974
C 1.592432 -1.087800 -0.930347 -0.247 -0.010 -0.201 -0.4964
C 0.262008 -1.106065 -1.362975 0.275 0.206 -0.073 0.6541
O -0.313621 -2.337986 -1.348645 0.093 -0.038 0.142 -0.3950
C -1.644393 -2.576114 -1.747751 -0.526 -0.349 0.103 -0.6431
C -2.552634 -2.997244 -0.561190 0.046 0.530 -0.211 -0.0590
O -1.972993 -4.013708 0.196873 0.313 -0.276 0.163 -0.6403
C -3.015038 -1.815041 0.322195 0.071 -0.520 -0.001 -1.0395
N -1.995115 -0.841256 0.652186 -0.173 0.163 -0.012 0.0129
C -0.955913 -1.099710 1.478625 -0.289 0.480 -0.222 0.0617
O -0.765250 -2.196119 1.975136 0.143 -0.394 0.136 -0.7551
C -0.053383 0.059099 1.736096 0.244 0.108 0.238 0.5868
C 1.254155 -0.216956 2.126250 -0.247 0.043 0.081 -0.7106
C 2.159002 0.803001 2.343757 0.025 0.099 0.072 -0.5799
C 1.743625 2.113497 2.180819 -0.016 0.114 0.032 -0.0394
Br 2.978046 3.530262 2.439078 -0.073 -0.089 -0.002 -0.1677
C 0.435475 2.413460 1.838823 0.160 0.165 0.041 -0.6326
C -0.459423 1.384995 1.613145 0.068 -0.215 0.026 -0.0607
C -0.322933 0.091629 -1.747277 -0.117 -0.409 -0.132 -0.7888
C 0.379526 1.286860 -1.650665 0.252 0.283 -0.006 -0.4590
H 1.674043 3.732487 -2.407786 -0.017 -0.014 0.022 0.3736
H 2.665754 4.402040 -1.086691 -0.093 -0.003 -0.029 0.2478
H 0.992824 3.885874 -0.763692 0.006 -0.012 -0.005 0.2918
H 3.313933 0.106694 -0.506701 0.136 -0.004 0.076 0.4733
H 2.048859 -2.026066 -0.660102 0.073 -0.138 0.061 0.4685
H -1.595405 -3.428906 -2.433955 -0.051 0.166 0.047 0.3824
H -2.090417 -1.730094 -2.276342 0.061 -0.010 -0.036 0.2697
H -3.456045 -3.437922 -1.005898 0.081 0.139 -0.006 0.4690
H -1.336215 -3.611458 0.817042 -0.170 -0.015 -0.080 0.5055
H -3.389031 -2.249466 1.255567 -0.084 0.064 -0.144 0.2873
H -3.829364 -1.283520 -0.172633 0.027 0.008 0.039 0.4902
H -1.985963 0.019986 0.131963 0.101 -0.083 0.105 0.3150
H 1.547944 -1.248049 2.247511 0.028 -0.101 -0.013 0.5158
H 3.175996 0.586028 2.631169 0.082 -0.007 0.009 0.4875
H 0.120953 3.442791 1.752633 -0.010 0.059 0.000 0.5520
H -1.482316 1.633719 1.370343 -0.083 0.001 -0.034 0.5035
H -1.330255 0.129776 -2.136921 -0.062 -0.039 -0.003 0.3551
H -0.115041 2.197234 -1.952045 -0.011 0.109 -0.005 0.4063
```
Forces are in eV/Å.

## Properties
SMILES   COc1ccc(OC[C@@H](O)CNC(=O)c2ccc(Br)cc2)cc1
LUMO   0.36 eV
Energy above the lowest of the compared OMol25 structures with the same formula, charge and spin   4.0 kcal/mol
Charge   0